Model 1:
Entry from the Open Molecules 2025 dataset: a cluster of 11 separate species, C30H86N4O11 in total (ωB97M-V with the def2-TZVPD basis set).

Values from the calculation:
Total charge = 0
SMILES = COC[C@H](C)N.COC[C@H](C)N.COC[C@H](C)N.COC[C@H](C)N.CCO.CCO.CCO.CCO.CCO.CCO.CCO
Frontier orbital gap = 9.52 eV
LUMO level = 0.62 eV

Atoms and positions in Å:
C  3.923  -1.470  -3.821
O  4.166  -1.170  -2.460
C  3.451  -0.073  -2.001
C  4.021  0.359  -0.655
C  3.735  -0.676  0.505
N  3.427  1.663  -0.426
H  4.043  -0.563  -4.469
H  2.837  -1.748  -3.900
H  4.499  -2.322  -4.219
H  3.598  0.737  -2.667
H  2.384  -0.264  -1.915
H  5.101  0.454  -0.709
H  2.635  -0.757  0.634
H  4.228  -0.514  1.441
H  4.166  -1.645  0.103
H  3.831  2.080  0.421
H  3.408  2.294  -1.264
C  3.094  -6.282  -3.979
O  3.097  -5.245  -3.078
C  3.340  -5.654  -1.768
C  3.129  -4.382  -0.875
C  3.259  -4.765  0.586
N  1.884  -3.698  -0.947
H  2.398  -7.088  -3.618
H  4.095  -6.722  -4.010
H  2.753  -5.895  -4.997
H  2.676  -6.514  -1.526
H  4.365  -6.082  -1.614
H  3.854  -3.622  -1.197
H  4.288  -5.052  0.810
H  2.512  -5.484  0.851
H  3.097  -3.818  1.130
H  1.935  -3.027  -1.643
H  1.051  -4.297  -1.130
C  -1.024  7.626  -2.936
O  -0.992  6.502  -2.068
C  -1.214  6.868  -0.740
C  -0.733  5.776  0.222
C  -1.020  6.355  1.699
N  0.715  5.577  0.224
H  -2.050  8.001  -2.991
H  -0.632  7.311  -3.976
H  -0.385  8.503  -2.662
H  -0.649  7.815  -0.452
H  -2.284  7.025  -0.515
H  -1.313  4.823  0.078
H  -0.556  7.297  1.902
H  -0.642  5.590  2.395
H  -2.071  6.406  1.904
H  1.034  5.057  -0.618
H  0.845  4.889  1.003
C  2.302  0.033  4.029
O  1.509  -1.099  4.389
C  2.331  -2.348  4.067
C  1.812  -3.429  4.976
C  2.574  -4.741  4.776
N  0.348  -3.656  4.605
H  3.193  0.119  4.666
H  1.677  0.934  4.076
H  2.631  -0.010  2.986
H  2.203  -2.613  2.988
H  3.404  -2.054  4.285
H  1.894  -3.072  6.014
H  2.019  -5.507  5.322
H  3.562  -4.680  5.155
H  2.605  -5.019  3.725
H  -0.062  -4.438  5.124
H  -0.148  -2.806  4.686
C  -4.521  1.556  -2.391
C  -3.350  2.608  -2.455
O  -3.107  3.098  -1.174
H  -4.479  0.951  -1.492
H  -4.414  0.882  -3.244
H  -5.484  2.022  -2.305
H  -3.647  3.370  -3.208
H  -2.427  2.098  -2.827
H  -2.247  3.563  -1.144
C  -2.119  -3.737  1.968
C  -0.810  -3.976  1.146
O  0.079  -4.856  1.816
H  -2.559  -4.754  2.105
H  -2.856  -3.054  1.519
H  -1.790  -3.425  2.975
H  -0.275  -3.040  1.042
H  -1.017  -4.328  0.155
H  0.229  -4.549  2.737
C  -0.154  4.072  -4.116
C  0.092  2.571  -4.145
O  1.444  2.214  -4.126
H  -1.208  4.318  -4.136
H  0.305  4.613  -4.940
H  0.296  4.380  -3.165
H  -0.395  2.315  -5.091
H  -0.318  2.009  -3.281
H  1.438  1.256  -4.029
C  -5.223  2.217  1.953
C  -5.646  0.744  1.929
O  -6.951  0.551  1.342
H  -4.445  2.303  2.751
H  -6.015  2.812  2.344
H  -4.748  2.517  1.032
H  -5.720  0.324  2.881
H  -4.999  0.065  1.346
H  -7.663  0.814  1.939
C  -2.875  0.968  5.217
C  -2.326  -0.039  4.195
O  -1.474  -0.907  4.949
H  -3.355  0.523  6.095
H  -3.551  1.718  4.823
H  -2.106  1.664  5.634
H  -1.865  0.451  3.320
H  -3.152  -0.582  3.908
H  -0.547  -0.788  4.747
C  -1.170  0.295  0.609
C  -0.019  0.945  -0.112
O  0.748  1.824  0.668
H  -1.786  1.043  1.150
H  -0.830  -0.368  1.397
H  -1.740  -0.219  -0.169
H  -0.465  1.528  -0.948
H  0.570  0.144  -0.580
H  1.632  1.832  0.274
C  -2.635  -1.056  -3.894
C  -1.156  -1.316  -3.834
O  -0.516  -1.290  -5.102
H  -3.061  -0.933  -2.879
H  -3.109  -1.895  -4.364
H  -2.859  -0.109  -4.362
H  -1.027  -2.327  -3.381
H  -0.704  -0.573  -3.213
H  -1.085  -0.850  -5.792

Model 2:
Entry from the Open Molecules 2025 dataset: a cluster of 11 separate species, C30H86N4O11 in total (ωB97M-V with the def2-TZVPD basis set).

Values from the calculation:
Total charge = 0
SMILES = COC[C@H](C)N.COC[C@H](C)N.COC[C@H](C)N.COC[C@H](C)N.CCO.CCO.CCO.CCO.CCO.CCO.CCO
Frontier orbital gap = 8.69 eV
LUMO level = 0.53 eV

Atoms and positions in Å:
C  3.147  -1.540  1.931
O  2.885  -0.230  1.401
C  2.669  0.822  2.419
C  3.995  1.598  2.660
C  4.776  1.889  1.350
N  4.883  0.807  3.488
H  2.419  -1.858  2.677
H  4.128  -1.599  2.402
H  3.112  -2.285  1.136
H  1.958  1.567  2.062
H  2.289  0.403  3.351
H  3.788  2.489  3.253
H  5.689  2.386  1.676
H  4.203  2.661  0.835
H  5.007  1.091  0.645
H  5.828  1.094  3.276
H  4.805  -0.098  3.045
C  -4.778  3.963  0.096
O  -4.339  3.215  1.221
C  -3.518  3.832  2.178
C  -3.020  2.799  3.215
C  -4.172  2.338  4.199
N  -1.903  3.325  3.957
H  -5.388  4.820  0.379
H  -5.288  3.347  -0.645
H  -3.905  4.334  -0.441
H  -2.673  4.319  1.691
H  -4.156  4.594  2.626
H  -2.647  1.943  2.652
H  -4.633  3.226  4.634
H  -3.664  1.804  5.002
H  -5.016  1.806  3.760
H  -2.189  4.219  4.330
H  -1.783  2.704  4.744
C  -0.609  -4.218  -0.111
O  -0.660  -2.927  0.511
C  -0.020  -1.818  -0.086
C  -0.483  -0.551  0.632
C  -1.953  -0.156  0.415
N  0.373  0.521  0.136
H  -0.771  -4.138  -1.186
H  -1.274  -4.922  0.389
H  0.417  -4.578  -0.026
H  1.052  -2.015  -0.058
H  -0.322  -1.635  -1.117
H  -0.271  -0.819  1.667
H  -2.242  0.006  -0.624
H  -2.208  0.779  0.913
H  -2.533  -0.942  0.898
H  1.337  0.309  0.348
H  0.192  1.448  0.495
C  6.103  4.567  -2.933
O  5.212  3.615  -2.312
C  4.001  3.517  -3.041
C  3.137  2.546  -2.230
C  3.331  1.032  -2.538
N  1.714  2.739  -2.557
H  6.962  4.748  -2.286
H  5.633  5.515  -3.193
H  6.527  4.152  -3.848
H  3.472  4.469  -3.001
H  4.197  3.177  -4.058
H  3.338  2.669  -1.165
H  4.380  0.820  -2.335
H  3.215  0.802  -3.597
H  2.685  0.402  -1.927
H  1.552  2.497  -3.525
H  1.132  2.086  -2.052
C  -1.825  2.708  -1.765
C  -2.371  2.533  -3.164
O  -1.467  2.770  -4.189
H  -2.536  2.531  -0.958
H  -1.367  3.687  -1.624
H  -1.040  1.984  -1.547
H  -3.242  3.171  -3.307
H  -2.888  1.573  -3.151
H  -1.916  2.883  -5.030
C  3.543  -5.785  0.887
C  3.506  -5.466  2.374
O  4.539  -4.481  2.625
H  4.491  -6.173  0.513
H  3.355  -4.868  0.329
H  2.789  -6.532  0.640
H  3.772  -6.379  2.907
H  2.549  -5.035  2.669
H  5.348  -4.851  2.265
C  1.625  4.368  1.232
C  0.132  4.258  1.542
O  -0.263  2.927  1.784
H  1.778  5.422  1.003
H  1.954  3.887  0.310
H  2.337  4.002  1.972
H  -0.342  4.701  0.666
H  -0.147  4.840  2.420
H  -0.819  2.999  2.563
C  -3.956  -2.687  -1.508
C  -3.278  -2.604  -2.831
O  -4.331  -2.760  -3.743
H  -4.412  -3.676  -1.461
H  -4.808  -2.007  -1.494
H  -3.335  -2.539  -0.625
H  -2.583  -3.434  -2.960
H  -2.707  -1.691  -2.999
H  -3.944  -3.195  -4.506
C  -0.594  -1.535  4.877
C  -1.987  -1.264  4.354
O  -2.975  -1.271  5.370
H  -0.574  -2.563  5.239
H  -0.275  -0.995  5.768
H  0.165  -1.397  4.106
H  -2.214  -2.086  3.675
H  -2.037  -0.381  3.717
H  -3.794  -1.329  4.873
C  -3.303  -6.721  -2.049
C  -4.132  -6.305  -3.255
O  -5.268  -7.108  -3.373
H  -3.117  -7.794  -2.085
H  -3.784  -6.473  -1.103
H  -2.311  -6.269  -2.059
H  -3.486  -6.418  -4.125
H  -4.311  -5.232  -3.318
H  -5.525  -6.955  -4.286
C  0.570  -1.461  -4.135
C  -0.008  -0.144  -3.699
O  0.439  0.940  -4.530
H  0.186  -1.815  -5.092
H  0.411  -2.273  -3.426
H  1.629  -1.238  -4.265
H  0.213  0.071  -2.653
H  -1.081  -0.248  -3.856
H  -0.102  1.702  -4.312

Most stable pick: model 2. Distance to second place: 17.1 kJ/mol.

Model 1:
Entry from the Open Molecules 2025 dataset: a structure of composition C34H31N4S2Y (ωB97M-V with the def2-TZVPD basis set).

Values from the calculation:
Total charge = 0
Frontier orbital gap (alpha / beta) = 7.19 / 4.87 eV
LUMO level (alpha / beta) = -0.11 / -0.26 eV

Atoms and positions in Å:
Y  -0.110  -0.824  -0.621
C  2.270  1.659  -1.353
C  3.036  0.370  -1.438
C  4.377  0.359  -1.746
C  5.033  -0.866  -1.817
C  4.341  -2.023  -1.561
C  2.981  -1.963  -1.244
N  2.348  -0.769  -1.205
C  2.199  -3.158  -0.914
C  2.764  -4.406  -0.919
C  2.005  -5.530  -0.563
C  0.672  -5.347  -0.234
C  0.112  -4.084  -0.256
N  0.875  -2.964  -0.569
C  -1.301  -3.879  0.002
C  -2.168  -4.896  0.435
C  -3.512  -4.642  0.547
C  -4.017  -3.388  0.197
C  -3.126  -2.415  -0.194
C  -3.598  -1.078  -0.703
N  -1.801  -2.637  -0.227
H  2.946  2.507  -1.261
H  1.600  1.658  -0.486
H  1.662  1.805  -2.246
H  4.894  1.291  -1.924
H  6.088  -0.910  -2.060
H  4.857  -2.970  -1.596
H  3.798  -4.540  -1.197
H  2.444  -6.517  -0.566
H  0.067  -6.209  0.007
H  -1.788  -5.875  0.687
H  -4.181  -5.425  0.885
H  -5.077  -3.172  0.220
H  -4.430  -0.694  -0.113
H  -3.924  -1.175  -1.740
H  -2.813  -0.325  -0.699
S  -0.951  -1.471  -3.325
C  -0.994  0.231  -3.352
N  -0.781  0.979  -2.278
C  -0.864  2.344  -2.551
C  -0.687  3.371  -1.630
C  -0.800  4.685  -2.053
C  -1.085  4.987  -3.386
C  -1.261  3.971  -4.313
C  -1.148  2.653  -3.882
S  -1.324  1.175  -4.785
H  -0.462  3.131  -0.598
H  -0.665  5.488  -1.339
H  -1.173  6.021  -3.698
H  -1.488  4.198  -5.348
C  -2.055  1.448  1.754
C  -0.788  0.876  2.416
C  -1.232  -0.244  3.368
C  0.152  0.250  1.387
C  -0.071  2.001  3.159
C  0.418  3.082  2.420
C  1.101  4.125  3.023
C  1.316  4.115  4.397
C  0.838  3.051  5.146
C  0.152  2.004  4.532
H  -2.696  0.634  1.410
H  -1.817  2.079  0.893
H  -2.635  2.046  2.462
H  -1.732  -1.027  2.796
H  -1.936  0.132  4.120
H  -0.383  -0.700  3.882
H  1.153  0.209  1.843
H  0.270  3.096  1.345
H  1.472  4.947  2.420
H  1.849  4.927  4.876
H  0.997  3.027  6.217
H  -0.209  1.188  5.145

Model 2:
Entry from the Open Molecules 2025 dataset: a structure of composition C34H31N4S2Y (ωB97M-V with the def2-TZVPD basis set).

Values from the calculation:
Total charge = 0
Frontier orbital gap (alpha / beta) = 6.91 / 4.96 eV
LUMO level (alpha / beta) = -0.20 / -0.26 eV

Atoms and positions in Å:
Y  -0.663  -0.886  -0.157
C  2.678  -1.171  -0.903
C  2.391  -2.324  0.004
C  3.376  -3.223  0.351
C  3.053  -4.289  1.180
C  1.773  -4.414  1.660
C  0.814  -3.465  1.295
N  1.122  -2.459  0.463
C  -0.562  -3.488  1.826
C  -0.984  -4.440  2.708
C  -2.293  -4.392  3.234
C  -3.114  -3.377  2.815
C  -2.666  -2.429  1.895
N  -1.365  -2.455  1.403
C  -3.514  -1.400  1.367
C  -4.832  -1.137  1.802
C  -5.568  -0.185  1.156
C  -5.039  0.500  0.053
C  -3.745  0.227  -0.323
C  -3.143  0.817  -1.565
N  -2.987  -0.659  0.360
H  3.748  -0.972  -0.949
H  2.189  -0.257  -0.553
H  2.329  -1.374  -1.916
H  4.379  -3.083  -0.027
H  3.805  -5.015  1.459
H  1.511  -5.226  2.319
H  -0.317  -5.232  3.013
H  -2.641  -5.140  3.932
H  -4.131  -3.322  3.177
H  -5.253  -1.682  2.634
H  -6.576  0.028  1.492
H  -5.621  1.222  -0.502
H  -3.465  1.845  -1.728
H  -3.424  0.216  -2.432
H  -2.049  0.847  -1.572
S  -1.803  -2.607  -2.197
C  -0.725  -1.615  -3.091
N  -0.077  -0.590  -2.555
C  0.702  0.081  -3.492
C  1.458  1.221  -3.240
C  2.169  1.794  -4.278
C  2.134  1.241  -5.562
C  1.382  0.108  -5.820
C  0.663  -0.466  -4.777
S  -0.384  -1.850  -4.781
H  1.471  1.653  -2.250
H  2.753  2.686  -4.092
H  2.693  1.705  -6.364
H  1.355  -0.312  -6.817
C  -0.555  3.078  -0.085
C  0.112  2.437  1.135
C  -0.840  2.610  2.326
C  0.311  0.937  0.941
C  1.463  3.106  1.386
C  2.482  2.929  0.446
C  3.738  3.482  0.620
C  4.010  4.238  1.756
C  3.014  4.424  2.697
C  1.752  3.864  2.515
H  -1.572  2.693  -0.188
H  -0.020  2.860  -1.012
H  -0.626  4.163  0.020
H  -1.784  2.102  2.115
H  -1.068  3.664  2.514
H  -0.434  2.181  3.244
H  1.026  0.615  1.718
H  2.280  2.329  -0.431
H  4.507  3.322  -0.126
H  4.990  4.674  1.900
H  3.215  5.009  3.586
H  0.992  4.025  3.267

Most stable pick: model 2. Distance to second place: 17.6 kJ/mol.